Entry 1:
Molecular formula: C27H50BrI2NO8
Method: DFT, wB97M-V/def2-TZVPD

Structure (ORCA input):
```
! wB97M-V def2-TZVPD RIJCOSX def2/J DEFGRID3
* xyz 0 1
C 3.4340 -1.0697 0.0981
C 2.0614 -0.1908 -0.0541
C 2.1597 0.4913 -1.5250
C 2.0803 0.8574 1.1538
C 0.6684 1.5450 1.5005
C -0.6180 0.6673 1.1809
C -1.7947 1.2219 0.2900
Br -1.6320 3.0605 -0.4896
C -3.0965 0.3907 -0.0041
C -3.2736 -1.0643 0.5774
C -2.1100 -1.6467 1.4493
I -2.2546 -3.6880 2.2569
C -0.8298 -0.7859 1.7546
I 0.6584 -1.7592 3.0536
C -4.6234 -1.8530 0.2557
O -5.1726 -2.7049 0.9989
C -5.3777 -1.4972 -1.1203
C -5.2178 -0.1633 -1.6335
N -5.8820 0.2982 -2.8442
C -4.3184 0.9364 -0.8654
O -4.6689 2.1341 -0.9740
H 4.3227 -0.4018 -0.2080
H 3.3954 -2.0501 -0.4838
H 3.5414 -1.2692 1.2351
H 1.2150 -0.9541 -0.0296
H 1.8532 1.5891 -1.5462
H 1.5395 -0.1830 -2.2200
H 3.2497 0.3823 -1.8983
H 2.5502 0.4378 2.1229
H 2.7889 1.7164 0.8396
H 0.6636 1.7156 2.6466
H 0.6711 2.5855 1.0352
H -6.0361 -2.2451 -1.6785
H -6.0715 -0.4621 -3.5085
H -5.4152 1.1038 -3.2765
C 2.0240 6.0310 1.0978
C 1.7104 5.1616 2.2990
O 2.5720 4.0281 2.3215
H 1.9042 5.4628 0.1711
H 1.3665 6.9029 1.0646
H 3.0623 6.3744 1.1295
H 0.6794 4.8030 2.2524
H 1.8399 5.7200 3.2311
H 3.4806 4.3539 2.3714
C 3.6399 5.3366 7.1235
C 4.1951 5.4789 5.7203
O 3.6258 6.6146 5.0786
H 2.5521 5.2328 7.0967
H 4.0653 4.4642 7.6251
H 3.8608 6.2273 7.7191
H 3.9534 4.5970 5.1226
H 5.2835 5.5951 5.7406
H 3.8505 7.3916 5.6072
C 6.4116 2.3128 2.6411
C 6.3347 1.2366 1.5761
O 5.3859 1.5982 0.5801
H 5.4332 2.4624 3.1061
H 7.1334 2.0445 3.4162
H 6.7065 3.2709 2.2024
H 6.0190 0.2873 2.0142
H 7.3083 1.0894 1.0979
H 5.6758 2.4340 0.1905
C 1.0398 -2.4494 -5.6503
C 2.2946 -1.9837 -4.9384
O 2.6042 -2.8651 -3.8656
H 0.1971 -2.4894 -4.9550
H 0.7861 -1.7780 -6.4742
H 1.1732 -3.4598 -6.0482
H 2.1502 -0.9839 -4.5236
H 3.1462 -1.9526 -5.6256
H 2.7392 -3.7452 -4.2409
C -4.0083 -4.0383 -3.6709
C -5.2729 -4.1333 -4.5004
O -5.4807 -2.9177 -5.2151
H -4.0739 -3.2053 -2.9652
H -3.8380 -4.9612 -3.1122
H -3.1399 -3.8477 -4.3093
H -6.1393 -4.3014 -3.8583
H -5.2103 -4.9575 -5.2181
H -4.7139 -2.7809 -5.7868
C -6.1293 -6.6450 0.4946
C -5.5620 -6.4901 -0.9007
O -6.1043 -5.3267 -1.5153
H -7.2192 -6.7213 0.4599
H -5.7292 -7.5355 0.9857
H -5.8894 -5.7681 1.1031
H -5.8191 -7.3532 -1.5188
H -4.4711 -6.3991 -0.8725
H -5.8639 -4.5676 -0.9643
*
```

Calculated values
- HOMO level: -8.67 eV
- Maximum force: 0.0817 hartree/bohr
- Relative energy (zero: lowest compared OMol25 entry of this formula, charge and spin): 608.29 kJ/mol
- LUMO: -1.28 eV

---

Entry 2:
Molecular formula: C27H50DyOP2
Method: DFT, wB97M-V/def2-TZVPD

Structure (ORCA input):
```
! wB97M-V def2-TZVPD RIJCOSX def2/J DEFGRID3
* xyz 1 6
Dy -1.2064 1.1978 0.2477
C 0.2259 0.9724 2.9228
C 1.0216 1.3792 1.7952
C -0.3601 3.1401 2.3985
C -0.6393 2.0408 3.2553
C 0.6836 2.7601 1.5105
C 0.4756 -0.2078 3.7910
H 1.5133 -0.5565 3.7292
H -0.1751 -1.0474 3.5240
H 0.2905 0.0069 4.8565
C -1.5206 2.0779 4.4528
H -0.9766 2.2941 5.3906
H -2.0113 1.1036 4.5762
H -2.3103 2.8345 4.3540
C -0.9249 4.5072 2.5806
H -1.5583 4.5808 3.4724
H -1.5571 4.7595 1.7249
H -0.1648 5.2980 2.6375
C 1.5915 3.7070 0.8030
H 2.4330 4.0258 1.4503
H 1.0816 4.6285 0.4928
H 2.0291 3.2702 -0.1043
C 2.3355 0.7561 1.4733
H 3.1420 1.2016 2.0860
H 2.5863 0.8542 0.4073
H 2.3524 -0.3214 1.6955
C 1.0375 -3.9773 0.6806
C 2.1464 -3.8172 1.4294
C 3.4841 -3.4280 0.8718
C 3.7302 -3.7194 -0.6659
C 3.5150 -2.5552 -1.5974
C 2.4807 -1.6981 -1.5748
C 1.2845 -1.7763 -0.6744
C 0.7006 -3.1869 -0.5862
H 4.2948 -3.9495 1.4340
H 3.1883 -4.6472 -0.9260
H 3.6959 -2.3608 1.0304
H 0.9991 -3.7203 -1.5072
H 0.2762 -4.7211 0.9432
H 2.1273 -4.0146 2.4927
H -0.3965 -3.1407 -0.5964
H 1.4088 -1.3511 0.3268
H 2.5385 -0.8245 -2.2625
H 0.4873 -1.1301 -1.0957
H 4.8036 -3.9740 -0.7675
H 4.3888 -2.3333 -2.2268
P -0.6213 -0.6077 -3.0010
P -0.9881 2.4189 -2.5702
C -1.2363 0.3071 -4.5167
C -1.6583 1.7215 -4.2150
H -2.0961 -0.2501 -4.9116
H -0.4685 0.2893 -5.3053
H -1.2990 2.3888 -5.0159
H -2.7519 1.8225 -4.1768
C -1.3867 4.1085 -3.2127
H -0.8413 4.8638 -2.6397
H -2.4610 4.2963 -3.1234
H -1.1145 4.2113 -4.2764
C 0.7667 2.4704 -3.1992
H 0.7776 2.6735 -4.2858
H 1.3159 1.5396 -3.0070
H 1.2915 3.2805 -2.6725
C -2.0515 -1.7534 -2.8856
H -2.2532 -1.9190 -1.8188
H -1.8394 -2.7118 -3.3926
H -2.8930 -1.2348 -3.3656
C 0.4454 -1.7328 -4.0194
H -0.1366 -2.2054 -4.8160
H 1.0372 -2.4986 -3.5127
H 1.1366 -1.0241 -4.4859
C -2.3231 -1.9103 3.3380
C -2.8577 -1.2866 2.0566
C -4.3157 -0.9055 2.2230
O -2.0873 -0.2616 1.4020
H -2.2743 -1.2445 4.2158
H -1.3886 -2.4641 3.1897
H -3.0491 -2.6968 3.6051
H -2.8267 -2.1277 1.3542
H -4.5082 -0.4079 3.1850
H -4.6750 -0.2607 1.4221
H -4.9165 -1.8261 2.1824
*
```

Calculated values
- HOMO level (alpha / beta): -10.37 / -10.71 eV
- Maximum force: 0.0661 hartree/bohr
- Relative energy (zero: lowest compared OMol25 entry of this formula, charge and spin): 0.00 kJ/mol
- LUMO (alpha / beta): -4.80 / -2.84 eV

---

Q: Look up the relative energy (zero: lowest compared OMol25 entry of this formula, charge and spin) of the first one.
A: 608.29 kJ/mol

---

Q: Among the records above, which one has the lowest maximum force?
A: C27H50DyOP2

---

Q: Which value of maximum force does entry 1 give?
A: 0.0817 hartree/bohr

---

Q: Among the records above, which one has the lowest relative energy (zero: lowest compared OMol25 entry of this formula, charge and spin)?
A: C27H50DyOP2